The following is a quantum chemistry calculation of a 2-piece molecular cluster, C18H30N2O9S overall, from the OMol25 dataset.

## Properties
- spin multiplicity = 1
- max |F| (eV/Å) = 3.753
- SMILES = O=S(=O)(O)C[C@H](O)[C@@H](O)[C@@H](O)CCO.CNC(=O)[C@H](Cc1ccccc1)NC(C)=O
- LUMO energy (eV) = 0.09

Geometry as XYZ:
```
60
C18H30N2O9S, DFT the ωB97M-V functional and the def2-TZVPD basis
C 2.160 5.348 3.888
H 5.677 3.979 -0.131
S 4.608 2.442 -1.527
H 2.128 3.394 4.783
C -2.713 -0.681 0.658
N -3.218 -3.500 -2.238
C -2.973 -3.925 -3.474
C -3.409 -3.014 -4.596
H 1.644 4.216 1.314
C -2.205 -1.817 -0.003
C 2.481 3.510 1.282
C -0.871 0.662 -0.201
H -0.594 -2.563 -1.254
C -0.359 -0.466 -0.861
O 4.174 3.302 3.096
C 1.926 3.836 3.803
C -4.991 -7.325 -1.422
H 1.669 5.463 5.814
H 1.859 5.835 2.955
C -2.785 -4.165 -0.996
H -3.131 -3.465 -5.548
H -2.440 1.423 1.070
O 2.012 2.358 0.570
O 5.908 2.063 -2.086
H 3.224 5.557 4.047
H -4.145 -5.722 -2.549
C 3.603 4.205 0.444
C -1.019 -1.703 -0.759
O 1.406 5.885 4.978
H -3.649 -2.594 -2.137
H -4.489 -2.882 -4.555
C -3.497 -5.498 -0.663
O -2.447 -5.000 -3.718
H 4.637 5.909 0.632
H 2.585 2.035 2.868
O 3.778 3.137 -2.515
C -2.914 -3.155 0.162
H -5.507 -7.291 -0.460
H -1.734 -4.428 -1.106
C 2.801 3.105 2.760
H -5.726 -7.438 -2.220
H -3.609 -0.759 1.256
H 4.269 0.451 -1.777
C -2.049 0.555 0.558
H -4.315 -8.183 -1.428
H -3.976 -2.967 0.331
H -0.357 1.611 -0.271
H -2.913 -2.051 -4.491
C 4.806 3.342 0.022
H 2.702 1.673 0.457
H 5.051 2.617 0.799
H 4.454 4.167 2.727
H 0.871 3.655 3.572
H 0.552 -0.384 -1.438
H 3.122 4.621 -0.452
O -3.399 -5.977 0.465
O 3.900 1.034 -1.099
H -2.518 -3.615 1.069
O 4.168 5.277 1.208
N -4.222 -6.098 -1.615
```

Partial atomic charges computed with the natural (NBO) method, in multiples of e: -0.0635, 0.2730, 2.2865, 0.2079, -0.2103, -0.6133, 0.6677, -0.7082, 0.1949, -0.0480, 0.0632, -0.2170, 0.2007, -0.2239, -0.7444, -0.4395, -0.4104, 0.4665, 0.1777, -0.1231, 0.2451, 0.2135, -0.7239, -0.9345, 0.1633, 0.4115, 0.0696, -0.1700, -0.7228, 0.4048, 0.2260, 0.6659, -0.6454, 0.4923, 0.1979, -0.9047, -0.4269, 0.2190, 0.2277, 0.0757, 0.2037, 0.2112, 0.5194, -0.2054, 0.2022, 0.2127, 0.2308, 0.2292, -0.6960, 0.4839, 0.2800, 0.4881, 0.2109, 0.2124, 0.2140, -0.6448, -0.8883, 0.2593, -0.7459, -0.5981

=====

The following is a quantum chemistry calculation of C18H31AuN3OTa as an isolated structure, from the OMol25 dataset.

## Properties
- spin multiplicity = 1
- ΔE to the lowest compared entry with this formula, charge and spin (kcal/mol) = 6.67
- max |F| (eV/Å) = 4.334
- net charge = +2
- LUMO energy (eV) = -9.53

Geometry as XYZ:
```
55
C18H31AuN3OTa, DFT the ωB97M-V functional and the def2-TZVPD basis
N 1.786 -0.135 -1.251
H 3.677 0.780 -0.885
Au 1.391 1.640 -2.555
H 0.240 4.070 0.366
H 0.771 -2.200 3.239
H 3.074 0.214 -3.522
H 1.061 -1.516 0.481
H 4.203 -0.626 -2.428
C 3.305 -0.750 -3.041
C -0.896 -3.562 3.539
H 0.031 -1.794 -2.569
H -3.136 1.617 2.390
C 2.487 -2.509 -1.440
H 3.361 -0.696 0.101
H -1.958 3.502 3.179
H 1.191 -2.224 -3.847
H -0.695 4.309 2.240
H -0.485 -3.992 4.453
H 3.518 -1.485 -3.829
H 0.686 -0.535 -3.668
H -2.592 0.603 1.049
H 1.524 3.075 1.157
H -3.603 -3.777 1.479
N -1.801 -0.077 -1.228
H 2.650 -3.314 -2.173
C 0.924 -1.454 -3.111
C -2.131 -4.005 3.046
H 1.215 2.968 -0.616
C -1.477 2.462 1.356
C -0.682 -2.037 1.669
C 2.917 0.216 -0.324
N -0.265 2.027 0.606
C 2.121 -1.239 -2.213
H -1.639 0.669 2.568
H 1.687 -2.834 -0.764
H 2.560 0.846 0.508
H -1.755 4.102 -0.039
Ta -0.031 0.478 -0.560
H 3.419 -2.384 -0.872
C -2.241 1.252 1.858
H -2.635 2.622 -0.475
H -3.221 3.642 0.874
C -2.966 -0.477 -1.297
C 0.198 -0.992 0.928
C -1.886 -2.510 1.153
C 0.744 3.093 0.379
C -1.073 3.329 2.551
C -2.633 -3.459 1.863
C -0.187 -2.571 2.868
H -2.236 -2.134 0.196
C -2.323 3.256 0.368
H 0.617 -0.290 1.683
H -2.691 -4.772 3.581
O -4.082 -0.863 -1.308
H -0.314 2.824 3.159
```

Partial atomic charges computed with the natural (NBO) method, in multiples of e: -0.7273, 0.2400, 0.8233, 0.2578, 0.2161, 0.1777, 0.2475, 0.2366, -0.6181, -0.1809, 0.2366, 0.2577, -0.6382, 0.2606, 0.2539, 0.2771, 0.2201, 0.2399, 0.2679, 0.2041, 0.2060, 0.2346, 0.2358, -0.9457, 0.2675, -0.6394, -0.1847, 0.1607, 0.1219, -0.0606, -0.4517, -0.7097, 0.1217, 0.2326, 0.2332, 0.2323, 0.2095, 2.0352, 0.2297, -0.6251, 0.2070, 0.2526, 0.9539, -0.8531, -0.1713, -0.4210, -0.6296, -0.2020, -0.2087, 0.1740, -0.6169, 0.2698, 0.2422, -0.3775, 0.2244

=====

| no. | orbital gap (eV) |
| --- | --- |
| 1 | 9.26 |
| 2 | 4.70 |